--- one ---
ORCA calculation (ωB97M-V with the def2-TZVPD basis set) on a single C6H9N molecule.

Cartesian coordinates (Å):
C (-2.46, -0.20, -0.27)
C (-1.06, 0.05, 0.19)
C (-0.46, 1.22, 0.60)
C (0.88, 0.91, 0.92)
C (1.14, -0.38, 0.53)
C (2.30, -0.46, -0.46)
N (-0.09, -0.92, 0.16)
H (-3.03, -0.85, 0.40)
H (-3.00, 0.74, -0.36)
H (-2.43, -0.68, -1.25)
H (-0.87, 2.21, 0.51)
H (1.68, 1.61, 1.14)
H (2.22, -1.32, -1.12)
H (2.19, 0.44, -1.09)
H (3.30, -0.45, -0.02)
H (-0.31, -1.91, 0.14)

The calculation puts the HOMO-LUMO gap at 8.6 eV.

--- two ---
ORCA calculation (ωB97M-V with the def2-TZVPD basis set) on a molecular structure, C6H9N.

Cartesian coordinates (Å):
C (-1.62, -0.35, -1.04)
N (-0.99, 0.52, -0.06)
C (-0.48, -0.08, 1.16)
C (0.93, -0.63, 0.88)
C (1.31, -0.25, -0.55)
C (0.39, 0.99, -0.31)
C (0.70, 0.82, 1.22)
H (-1.01, -1.20, -1.36)
H (-1.89, 0.25, -1.92)
H (-2.55, -0.74, -0.61)
H (-1.11, -0.42, 1.97)
H (1.36, -1.41, 1.51)
H (1.10, -0.90, -1.41)
H (2.37, 0.03, -0.56)
H (0.37, 1.90, -0.90)
H (1.12, 1.47, 1.99)

The calculation puts the HOMO-LUMO gap at 9.6 eV.

--- three ---
ORCA calculation (ωB97M-V with the def2-TZVPD basis set) on a single C6H9N molecule.

Cartesian coordinates (Å):
C (-1.43, 2.02, -0.13)
C (-0.53, 0.90, 0.31)
C (-0.70, 0.01, 1.34)
C (0.36, -1.91, -0.35)
C (0.50, -0.81, 1.17)
C (1.31, -0.36, 0.08)
N (0.67, 0.71, -0.43)
H (-2.26, 2.08, 0.57)
H (-1.83, 1.86, -1.14)
H (-0.91, 2.99, -0.13)
H (1.20, -2.37, -0.87)
H (-0.35, -1.47, -1.05)
H (-0.14, -2.68, 0.24)
H (0.88, -1.51, 1.92)
H (2.33, -0.61, -0.18)
H (0.90, 1.13, -1.33)

The calculation puts the HOMO-LUMO gap at 7.7 eV.

In order of decreasing stability: one, two, three.

--- one ---
ORCA calculation (ωB97M-V with the def2-TZVPD basis set) on 2 unconnected molecules or ions with the total composition C2H2NO3S.

Cartesian coordinates (Å):
C (0.38, 0.02, 0.12)
C (-0.72, -1.72, 0.46)
N (0.14, 0.62, -1.08)
O (-1.47, -1.85, -0.42)
O (-0.31, -2.16, 1.45)
O (1.02, 2.31, 1.16)
S (0.83, 0.88, 1.47)
H (0.01, 0.22, -2.08)
H (0.13, 1.68, -1.09)

The calculation puts the HOMO-LUMO gap at 7.3 eV. The charge is -1.

--- two ---
ORCA calculation (ωB97M-V with the def2-TZVPD basis set) on 2 unconnected molecules or ions with the total composition C2H2NO3S.

Cartesian coordinates (Å):
C (2.08, -0.20, 0.11)
C (-0.09, -0.29, -1.22)
N (-1.18, -0.57, -1.51)
O (1.96, -1.31, 0.54)
O (1.08, 0.11, -1.10)
O (-2.63, 0.47, 0.78)
S (2.90, 1.19, 0.47)
H (-1.73, 0.86, 0.50)
H (-2.39, -0.24, 1.44)

The calculation puts the HOMO-LUMO gap at 8.2 eV. The charge is -1.

In order of decreasing stability: two, one.

--- one ---
ORCA calculation (ωB97M-V with the def2-TZVPD basis set) on a single C8H16N2O3 molecule.

Cartesian coordinates (Å):
C (-0.83, -1.16, 0.10)
C (0.56, -1.45, -0.38)
C (-1.47, -0.15, -0.80)
C (-2.98, -0.11, -0.44)
C (-0.78, 1.26, -0.89)
C (-0.79, 2.14, 0.43)
C (2.93, -1.09, 0.16)
C (3.38, 0.37, -0.08)
H (-1.20, -1.93, 1.94)
H (-1.61, -0.43, 1.86)
H (-1.32, -2.14, -0.19)
H (-1.38, -0.54, -1.80)
H (-3.29, -1.22, -0.53)
H (-3.49, 0.54, -1.15)
H (-3.31, 0.28, 0.62)
H (-1.46, 1.58, -1.67)
H (0.17, 1.08, -1.44)
H (-0.17, 1.73, 1.23)
H (-1.89, 2.28, 0.79)
H (-0.39, 3.19, 0.34)
H (1.33, -0.94, 1.44)
H (3.19, -1.82, -0.55)
H (3.51, -1.32, 1.10)
H (2.70, 2.10, -0.37)
N (-0.82, -0.97, 1.61)
N (1.62, -1.40, 0.54)
O (0.93, -1.77, -1.56)
O (4.53, 0.57, -0.36)
O (2.33, 1.31, 0.07)

The calculation puts the HOMO-LUMO gap at 10.0 eV.

--- two ---
ORCA calculation (ωB97M-V with the def2-TZVPD basis set) on a single C8H16N2O3 molecule.

Cartesian coordinates (Å):
C (-0.38, -2.34, 2.41)
C (1.58, -0.86, 2.82)
C (-1.21, -1.73, 1.27)
C (0.08, 0.17, 0.32)
C (0.53, 2.03, -3.07)
C (-1.83, 1.52, -2.09)
C (0.06, 0.23, -1.19)
C (-0.31, 1.69, -1.82)
N (1.01, -2.01, 2.26)
N (1.12, 0.55, 0.99)
O (2.26, 0.85, 0.51)
O (1.02, 0.47, 2.41)
O (-1.11, -0.20, 0.96)
H (-0.69, -1.98, 3.43)
H (-0.35, -3.42, 2.34)
H (2.61, -0.85, 2.50)
H (1.28, -0.82, 3.90)
H (-0.85, -2.24, 0.35)
H (-2.25, -1.74, 1.38)
H (0.36, 3.09, -3.29)
H (0.29, 1.44, -3.88)
H (1.56, 1.75, -2.69)
H (-2.46, 2.44, -2.40)
H (-2.31, 0.98, -1.27)
H (-1.87, 0.97, -3.05)
H (1.08, 0.03, -1.52)
H (-0.65, -0.49, -1.58)
H (0.08, 2.45, -1.24)
H (1.35, -1.99, 1.24)

The calculation puts the HOMO-LUMO gap (spin up / spin down) at 9.2 / 9.2 eV.

In order of decreasing stability: one, two.